[1]
The following is a quantum chemistry calculation of a cluster of 6 separate species, C16H36Br8O4 in total, from the Open Molecules 2025 dataset.

Geometry as XYZ:
```
64
Properties=species:S:1:pos:R:3
Br 2.603 -16.210 -4.933
C 3.287 -17.453 -3.645
C 3.170 -16.953 -2.277
Br 4.280 -15.422 -1.825
H 4.337 -17.730 -3.882
H 2.671 -18.387 -3.785
H 3.478 -17.757 -1.589
H 2.176 -16.558 -2.028
Br 5.256 -20.077 6.613
C 5.837 -20.758 4.786
C 6.901 -21.787 4.896
Br 7.446 -22.611 3.213
H 6.174 -19.893 4.162
H 4.910 -21.156 4.495
H 6.663 -22.683 5.484
H 7.865 -21.414 5.321
Br -0.190 -21.174 3.910
C 1.416 -20.811 4.811
C 1.316 -21.187 6.283
Br 1.276 -23.033 6.839
H 1.547 -19.729 4.799
H 2.230 -21.255 4.241
H 0.375 -20.727 6.735
H 2.074 -20.649 6.865
Br 3.073 -23.656 -3.833
C 1.702 -22.250 -3.744
C 1.730 -21.658 -2.330
Br 0.433 -20.133 -2.402
H 0.797 -22.831 -3.973
H 1.995 -21.526 -4.475
H 2.722 -21.226 -2.052
H 1.549 -22.378 -1.534
C 9.010 -15.730 3.870
O 8.628 -17.031 4.414
C 7.258 -17.109 4.734
C 6.398 -17.158 3.457
O 6.700 -18.265 2.713
C 7.904 -18.149 1.959
H 8.505 -15.613 2.935
H 10.135 -15.766 3.679
H 8.700 -14.962 4.595
H 6.923 -16.237 5.299
H 7.051 -18.017 5.349
H 6.554 -16.232 2.824
H 5.339 -17.239 3.765
H 7.932 -17.128 1.513
H 7.922 -18.906 1.127
H 8.775 -18.306 2.603
C 5.547 -19.996 -1.999
O 4.434 -19.693 -1.156
C 4.758 -19.513 0.196
C 5.348 -20.644 0.963
O 4.515 -21.653 1.606
C 3.873 -22.493 0.720
H 5.062 -20.362 -3.000
H 6.101 -20.886 -1.681
H 6.220 -19.158 -2.184
H 3.818 -19.196 0.622
H 5.493 -18.644 0.219
H 6.046 -20.187 1.697
H 6.095 -21.106 0.332
H 4.413 -22.707 -0.197
H 2.804 -22.143 0.472
H 3.694 -23.444 1.237
```

Frontier orbital gap: 9.77 eV
HOMO energy: -9.573 eV
SMILES: BrCCBr.BrCCBr.BrCCBr.BrCCBr.COCCOC.COCCOC



[2]
The following is a quantum chemistry calculation of a cluster of 5 separate species, C16H36FN2O11PS5 in total, from the Open Molecules 2025 dataset.

Geometry as XYZ:
```
72
Properties=species:S:1:pos:R:3
N 3.910 1.726 2.215
P 3.156 0.364 1.455
O 4.241 -0.945 1.693
N 1.734 -0.106 2.453
S 0.331 0.650 1.909
O -0.454 -0.212 0.981
O 0.611 1.968 1.298
F -0.569 0.858 3.275
H 4.501 1.480 3.008
H 4.411 2.280 1.528
H 3.758 -1.703 1.325
H 1.630 -1.139 2.454
O -5.915 -3.170 2.820
S -4.877 -2.772 3.741
O -4.078 -3.740 4.459
C -3.792 -1.621 2.913
C -4.422 -0.258 3.170
C -4.848 -0.267 4.641
C -5.566 -1.594 4.903
H -3.724 -1.871 1.856
H -2.810 -1.695 3.381
H -3.723 0.551 2.955
H -5.300 -0.125 2.532
H -3.961 -0.196 5.277
H -5.491 0.581 4.880
H -5.398 -1.952 5.918
H -6.635 -1.517 4.709
O 1.746 0.779 -2.355
S 0.647 0.013 -2.898
O 0.758 -1.403 -3.165
C -0.800 0.303 -1.894
C -1.454 1.527 -2.524
C -1.379 1.309 -4.039
C 0.042 0.848 -4.365
H -0.506 0.456 -0.853
H -1.443 -0.574 -1.977
H -2.482 1.651 -2.183
H -0.897 2.429 -2.253
H -2.093 0.534 -4.330
H -1.634 2.213 -4.590
H 0.057 0.157 -5.205
H 0.698 1.690 -4.566
O 1.873 -2.489 3.633
S 2.153 -3.861 3.255
O 2.291 -4.253 1.872
C 3.584 -4.417 4.164
C 3.011 -4.985 5.457
C 1.776 -5.793 5.045
C 0.971 -4.932 4.067
H 4.267 -3.584 4.325
H 4.071 -5.193 3.573
H 3.741 -5.601 5.981
H 2.713 -4.171 6.124
H 2.093 -6.715 4.549
H 1.172 -6.076 5.907
H 0.463 -5.537 3.318
H 0.248 -4.303 4.587
O -1.045 5.166 -5.651
S -0.112 4.312 -6.346
O -0.425 2.940 -6.678
C 0.436 5.153 -7.823
C 1.646 5.961 -7.370
C 2.450 5.031 -6.457
C 1.463 4.371 -5.491
H -0.370 5.769 -8.218
H 0.721 4.393 -8.552
H 2.237 6.306 -8.219
H 1.319 6.840 -6.807
H 2.942 4.265 -7.061
H 3.228 5.570 -5.916
H 1.769 3.360 -5.231
H 1.331 4.963 -4.586
```

Frontier orbital gap: 9.08 eV
HOMO energy: -8.690 eV
SMILES: NP(O)NS(=O)(=O)F.O=S1(=O)CCCC1.O=S1(=O)CCCC1.O=S1(=O)CCCC1.O=S1(=O)CCCC1



[3]
The following is a quantum chemistry calculation of a structure of composition C16H36FNO3SSb, from the Open Molecules 2025 dataset.

Geometry as XYZ:
```
59
Properties=species:S:1:pos:R:3
C 1.485 -2.327 4.098
C 0.038 -3.000 3.688
O -1.051 -2.555 4.370
O -0.098 -4.065 2.680
C 0.244 -3.551 1.314
C -1.136 -3.651 0.436
C -1.675 -2.230 -0.181
C -1.680 -0.972 0.870
Sb -1.158 0.926 -0.233
S 0.329 1.536 1.643
C -2.775 2.078 0.833
N -2.135 2.860 1.975
C -2.495 0.441 -1.932
C -4.021 -0.009 -1.504
C -5.196 1.040 -2.010
F -4.292 -1.294 -2.245
O 0.473 0.064 -1.126
C 1.475 1.060 -1.539
C 2.963 0.343 -1.279
C 3.360 -0.707 -2.516
C 4.157 1.425 -0.963
C 4.329 2.606 -2.087
C 3.887 2.137 0.520
H 2.341 -2.777 3.418
H 1.678 -2.644 5.232
H 1.489 -1.149 4.091
H 1.093 -4.262 0.895
H 0.714 -2.469 1.345
H -0.882 -4.343 -0.503
H -1.966 -4.241 1.036
H -2.816 -2.414 -0.480
H -1.134 -1.990 -1.218
H -2.724 -0.759 1.377
H -0.894 -1.039 1.734
H -0.752 2.448 -1.041
H -0.211 1.137 2.878
H -3.605 1.361 1.259
H -3.329 2.823 0.084
H -2.268 3.887 1.814
H -2.565 2.608 2.901
H -2.619 1.451 -2.556
H -1.988 -0.320 -2.697
H -4.111 -0.117 -0.342
H -5.676 1.627 -1.108
H -6.061 0.380 -2.488
H -4.825 1.840 -2.779
H 1.409 2.088 -0.983
H 1.416 1.254 -2.711
H 2.885 -0.351 -0.312
H 3.486 -0.150 -3.551
H 4.362 -1.263 -2.214
H 2.449 -1.449 -2.622
H 5.210 0.874 -0.875
H 4.755 2.233 -3.127
H 3.337 3.251 -2.214
H 5.145 3.366 -1.664
H 3.333 1.418 1.273
H 4.966 2.370 0.968
H 3.328 3.163 0.367
```

Frontier orbital gap: 6.99 eV
HOMO energy: -4.107 eV
Charge: -1



[4]
The following is a quantum chemistry calculation of a cluster of 3 separate species, C16H36N2O11S2 in total, from the Open Molecules 2025 dataset.

Geometry as XYZ:
```
67
Properties=species:S:1:pos:R:3
C -1.953 -5.299 1.869
C -2.135 -4.731 3.284
O -0.902 -4.722 3.994
C -0.306 -3.454 4.143
C -0.056 -2.731 2.826
O 0.596 -1.519 3.178
C 1.105 -0.738 2.113
N 0.688 -1.155 0.779
C 1.808 -1.422 -0.129
C 2.205 -2.898 -0.034
O 1.367 -3.750 -0.173
N 3.597 -3.180 0.188
C 4.076 -4.032 -0.914
C 3.784 -3.866 1.490
C -0.379 -0.390 0.295
O -1.372 -0.217 0.949
O -0.227 0.231 -0.922
H -2.052 -6.383 1.886
H -2.649 -4.861 1.155
H -0.938 -5.075 1.540
H -2.812 -5.385 3.837
H -2.588 -3.738 3.255
H 0.675 -3.631 4.590
H -0.852 -2.809 4.842
H 0.557 -3.377 2.195
H -0.991 -2.488 2.315
H 0.794 0.291 2.306
H 2.196 -0.761 2.172
H 1.553 -1.252 -1.170
H 2.665 -0.790 0.105
H 3.659 -5.043 -0.873
H 3.837 -3.587 -1.879
H 5.161 -4.102 -0.848
H 4.224 -3.171 2.207
H 4.455 -4.714 1.379
H 2.836 -4.217 1.900
H -0.263 -0.426 -1.630
C -2.486 2.544 0.122
C -3.945 2.917 0.250
O -4.310 3.959 -0.695
S -4.561 3.544 -2.203
C -5.169 5.100 -2.753
O -5.607 2.569 -2.254
O -3.314 3.266 -2.853
H -2.274 2.077 -0.837
H -2.193 1.851 0.900
H -1.874 3.445 0.196
H -4.611 2.063 0.126
H -4.139 3.347 1.231
H -6.106 5.311 -2.246
H -5.326 5.016 -3.827
H -4.425 5.862 -2.539
C -0.285 4.074 -2.207
C 0.777 4.031 -3.281
O 2.111 4.296 -2.773
S 2.822 3.147 -1.941
C 4.437 3.848 -1.932
O 2.821 1.943 -2.717
O 2.316 3.131 -0.603
H -0.149 3.267 -1.490
H -1.274 3.966 -2.650
H -0.238 5.016 -1.657
H 0.781 3.072 -3.802
H 0.604 4.807 -4.024
H 4.814 3.878 -2.950
H 5.056 3.203 -1.313
H 4.381 4.844 -1.501
```

Frontier orbital gap: 9.87 eV
HOMO energy: -9.451 eV
SMILES: CCOCCOCN(CC(=O)N(C)C)C(=O)O.CCOS(C)(=O)=O.CCOS(C)(=O)=O



[5]
The following is a quantum chemistry calculation of a cluster of 5 separate species, C16H36N4O7Si in total, from the Open Molecules 2025 dataset.

Geometry as XYZ:
```
64
Properties=species:S:1:pos:R:3
C -0.513 4.337 0.912
C -0.080 3.097 1.614
O -0.729 2.109 1.780
O 1.205 3.155 2.141
C 2.169 2.275 1.706
O 3.128 2.098 2.397
C 2.010 1.708 0.329
Si 3.615 1.804 -0.659
H -0.941 4.059 -0.049
H -1.288 4.833 1.496
H 0.323 5.012 0.754
H 1.820 0.633 0.425
H 1.191 2.146 -0.242
H 4.254 3.134 -0.550
H 3.242 1.589 -2.075
H 4.535 0.741 -0.238
C -3.313 5.269 -4.917
N -2.395 5.602 -3.849
C -1.310 6.535 -4.103
C -2.507 5.075 -2.617
O -1.754 5.330 -1.692
H -2.786 4.812 -5.756
H -3.834 6.159 -5.277
H -4.053 4.562 -4.547
H -0.345 6.061 -3.925
H -1.384 7.401 -3.446
H -1.366 6.861 -5.139
H -3.355 4.378 -2.514
C 3.972 -3.627 2.324
N 3.499 -2.504 1.545
C 2.850 -1.393 2.216
C 3.619 -2.474 0.205
O 3.221 -1.557 -0.498
H 3.151 -4.099 2.867
H 4.733 -3.313 3.042
H 4.397 -4.371 1.653
H 1.821 -1.278 1.865
H 3.376 -0.455 2.036
H 2.837 -1.590 3.286
H 4.117 -3.362 -0.207
C -2.460 -0.394 2.125
N -3.062 -1.643 1.704
C -3.413 -2.641 2.699
C -3.300 -1.916 0.409
O -3.783 -2.960 0.001
H -1.508 -0.569 2.629
H -3.117 0.152 2.805
H -2.271 0.232 1.257
H -2.876 -3.574 2.523
H -4.480 -2.862 2.667
H -3.152 -2.258 3.683
H -3.015 -1.092 -0.265
C -1.274 -5.578 0.098
N 0.057 -5.151 -0.285
C 0.222 -4.288 -1.445
C 1.154 -5.528 0.391
O 2.293 -5.226 0.079
H -1.742 -6.155 -0.701
H -1.919 -4.730 0.316
H -1.203 -6.209 0.984
H 0.845 -4.772 -2.198
H 0.707 -3.352 -1.166
H -0.760 -4.081 -1.863
H 0.927 -6.162 1.265
```

Frontier orbital gap: 9.41 eV
HOMO energy: -8.955 eV
SMILES: CC(=O)OC(=O)C[SiH3].CN(C)C=O.CN(C)C=O.CN(C)C=O.CN(C)C=O



[6]
The following is a quantum chemistry calculation of a cluster of 7 separate species, C16H37Br6NO3S3 in total, from the Open Molecules 2025 dataset.

Geometry as XYZ:
```
66
Properties=species:S:1:pos:R:3
C 26.213 -5.372 14.151
C 25.274 -4.169 13.653
C 24.131 -3.999 14.688
C 22.993 -3.411 14.072
N 22.137 -2.869 13.559
H 26.972 -5.449 13.372
H 25.566 -6.240 14.023
H 26.614 -5.199 15.149
H 24.972 -4.159 12.606
H 25.873 -3.258 13.641
H 24.546 -3.438 15.525
H 23.813 -4.982 15.034
C 22.859 -0.068 7.713
S 24.435 -0.782 8.339
O 24.728 -1.717 7.163
C 25.610 0.644 7.996
H 22.283 0.462 8.472
H 22.379 -1.032 7.548
H 22.863 0.421 6.739
H 25.437 1.090 7.017
H 26.649 0.324 8.066
H 25.490 1.473 8.693
C 16.775 3.068 5.587
S 17.853 2.374 4.218
O 18.073 0.953 4.740
C 16.478 2.281 2.978
H 15.929 2.385 5.659
H 16.670 4.120 5.323
H 17.356 2.926 6.499
H 16.411 3.361 2.849
H 15.560 1.904 3.428
H 16.673 1.837 2.002
C 15.757 3.183 13.639
S 17.488 3.678 13.398
O 18.075 3.778 14.798
C 18.393 2.146 12.831
H 15.157 4.093 13.649
H 15.544 2.525 14.481
H 15.306 2.707 12.768
H 17.921 1.308 13.343
H 19.458 2.231 13.048
H 18.261 1.947 11.767
Br 13.498 10.810 10.607
C 13.692 9.240 9.360
C 12.719 8.128 9.789
Br 12.762 6.638 8.550
H 14.756 9.087 9.544
H 13.648 9.547 8.315
H 11.680 8.409 9.960
H 12.927 7.677 10.759
Br 20.316 9.669 18.634
C 19.626 7.832 18.324
C 18.204 7.694 18.737
Br 18.137 7.907 20.734
H 20.259 7.103 18.829
H 19.716 7.660 17.251
H 17.737 6.747 18.466
H 17.519 8.390 18.253
Br 12.926 3.893 18.938
C 13.912 3.189 20.464
C 12.802 2.620 21.356
Br 13.584 1.875 23.012
H 14.378 4.094 20.853
H 14.673 2.518 20.065
H 12.375 1.808 20.766
H 11.992 3.320 21.562
```

Frontier orbital gap: 9.00 eV
HOMO energy: -8.989 eV



[7]
The following is a quantum chemistry calculation of a cluster of 5 separate species, C16H37F6N2O7 in total, from the Open Molecules 2025 dataset.

Geometry as XYZ:
```
68
Properties=species:S:1:pos:R:3
O 0.989 -0.683 -0.187
H 0.144 -0.882 0.224
H 1.650 -0.698 0.509
H 0.981 0.117 -0.718
C 6.644 -1.529 2.765
O 6.972 -0.888 1.523
O 5.243 -1.457 2.676
C 7.475 -2.872 2.903
F 8.788 -2.740 3.206
F 6.965 -3.644 3.842
F 7.383 -3.576 1.768
C 8.252 -0.272 1.403
C 8.409 -0.133 -0.057
H 8.485 -0.972 -0.749
H 7.714 0.593 -0.480
H 9.440 0.213 -0.123
H 9.217 -0.667 1.722
H 8.350 0.723 1.836
H 6.944 -0.840 3.555
C -4.486 -2.895 3.548
O -4.876 -2.989 4.941
O -3.112 -2.462 3.587
C -5.042 -4.203 2.761
F -5.042 -5.265 3.576
F -6.376 -4.203 2.323
F -4.353 -4.550 1.709
C -6.038 -2.468 5.494
C -6.164 -2.808 6.993
H -5.413 -2.519 7.728
H -7.074 -2.406 7.440
H -6.103 -3.894 7.055
H -6.905 -2.703 4.876
H -6.161 -1.390 5.388
H -5.118 -2.112 3.129
C -1.260 4.049 1.473
C -1.688 4.514 0.111
C -2.147 5.944 0.068
O -2.591 6.194 -1.244
C -3.162 7.524 -1.277
N -0.524 4.402 -0.828
H -0.250 3.641 1.496
H -1.858 3.340 2.045
H -0.917 4.909 2.049
H -2.442 3.860 -0.325
H -1.384 6.689 0.295
H -2.901 6.008 0.852
H -2.327 8.205 -1.112
H -3.921 7.689 -0.512
H -3.498 7.680 -2.302
H 0.365 4.811 -0.580
H -0.895 4.917 -1.614
C -2.030 -2.161 -4.600
C -1.488 -1.664 -5.965
C 0.100 -1.622 -5.981
O 0.566 -0.735 -4.968
C 1.990 -0.534 -4.934
N -2.009 -2.395 -7.121
H -3.088 -2.424 -4.619
H -1.996 -1.290 -3.945
H -1.518 -3.026 -4.177
H -1.685 -0.597 -6.067
H 0.503 -1.278 -6.933
H 0.524 -2.610 -5.801
H 2.230 0.456 -4.547
H 2.430 -0.627 -5.927
H 2.347 -1.327 -4.276
H -1.531 -2.120 -7.968
H -1.730 -3.347 -6.931
```

Frontier orbital gap: 3.58 eV
HOMO energy: -4.012 eV
Charge: -1